Formula: C6H32N2O9
Source: the OMol25 dataset
Level of theory: ωB97M-V with the def2-TZVPD basis set

Geometry (Å):
C: -1.54 1.95 0.21
C: -1.37 0.47 0.59
C: -0.35 -0.32 -0.20
C: -0.89 -1.14 -1.33
C: -1.80 -0.82 -2.23
C: -0.17 -3.24 -2.40
N: -0.25 -2.45 -1.41
N: -0.94 0.40 2.03
H: -0.66 2.57 0.10
H: -1.92 1.92 -0.84
H: -2.28 2.56 0.76
H: -2.32 -0.04 0.40
H: 0.61 0.06 -0.56
H: 0.12 -1.06 0.50
H: -2.23 0.20 -2.24
H: -2.45 -1.41 -2.85
H: 0.52 -4.11 -2.36
H: -0.75 -3.09 -3.31
H: 0.31 -2.58 -0.56
H: -1.63 0.78 2.69
H: -0.15 1.05 2.24
H: -0.62 -0.51 2.37
H: 2.34 -2.93 -0.01
H: 2.59 -1.43 0.19
O: 1.94 -2.13 0.37
H: 3.46 0.35 -1.07
H: 4.17 0.18 0.24
O: 3.30 0.07 -0.16
H: 0.60 3.67 -2.60
H: -0.66 3.26 -1.93
O: 0.22 2.91 -2.14
H: 0.75 -0.14 -4.59
H: 2.13 0.23 -4.32
O: 1.44 -0.35 -3.96
H: 0.57 2.81 2.03
H: 0.16 3.46 3.38
O: -0.17 2.89 2.67
H: -1.16 -3.51 2.12
H: 0.29 -3.54 2.44
O: -0.32 -3.18 1.77
H: -5.01 -0.18 1.28
H: -4.27 1.00 1.89
O: -4.13 0.20 1.37
H: 2.67 -0.88 2.37
H: 2.78 0.05 3.49
O: 2.09 -0.33 2.91
H: 1.89 1.36 0.24
H: 1.48 2.76 -0.18
O: 1.59 2.22 0.61

## Properties
Energy (a.u.): -1033.90236
Total charge: +2
Molar mass (g mol⁻¹): 276.33
E_LUMO (eV): -6.84


Formula: C6H32NO10
Source: the OMol25 dataset
Level of theory: ωB97M-V with the def2-TZVPD basis set

Geometry (Å):
C: 1.29 -1.84 0.36
C: 0.22 -2.91 0.48
C: -0.63 -2.92 1.81
O: -1.75 -2.05 1.68
C: 0.76 -0.44 0.51
N: -0.24 -0.13 -0.53
C: -0.40 1.29 -0.79
C: -1.47 1.58 -1.87
H: 2.11 -1.90 1.09
H: 1.68 -2.04 -0.63
H: 0.53 -3.96 0.43
H: -0.59 -2.74 -0.23
H: -0.11 -2.72 2.75
H: -1.14 -3.89 1.90
H: 0.20 -0.20 1.42
H: 1.60 0.26 0.53
H: -1.16 -0.47 -0.26
H: -0.56 1.94 0.08
H: 0.57 1.64 -1.17
H: -2.26 2.11 -1.34
H: -1.85 0.77 -2.49
H: -1.00 2.18 -2.65
H: -3.38 -2.68 -0.58
H: -3.29 -2.22 0.89
O: -3.92 -2.37 0.15
H: 0.52 0.75 -3.21
H: 1.48 1.84 -3.32
O: 1.32 0.96 -3.69
H: 2.99 -1.49 -2.10
H: 2.70 -0.13 -2.69
O: 2.81 -1.06 -2.93
H: 0.90 -1.24 -3.65
H: -0.34 -1.30 -2.80
O: -0.05 -1.39 -3.72
H: 0.93 1.97 3.62
H: -0.32 1.20 2.68
O: 0.37 1.99 2.85
H: 1.63 2.52 1.81
H: 3.16 2.41 1.89
O: 2.47 2.96 1.51
H: -3.22 1.42 2.01
H: -2.09 2.22 2.65
O: -2.96 2.30 2.31
H: -1.57 -1.08 1.98
H: -2.17 0.18 3.25
O: -1.32 0.23 2.77
H: 2.47 2.50 -0.21
H: 2.44 3.45 -1.36
O: 2.62 2.52 -1.19

## Properties
Energy (a.u.): -1054.99993
Total charge: -1
Molar mass (g mol⁻¹): 278.32
E_LUMO (eV): 2.79